117
Properties=species:S:1:pos:R:3:forces:R:3 method="wB97M-V/def2-TZVPD" multiplicity=4 energy_ha=-2720.258399 charge=+2 orbital_gap_ha="0.243 / 0.227" fmax_ha_per_bohr=0.033 e_above_lowest_kj_mol=9.9
Re 0.83378 -0.36124 0.25538 -0.37 1.26 -1.07
O 5.52067 -0.22395 -2.68766 0.13 0.01 0.05
C 4.57485 -0.06119 -3.61388 -0.23 0.01 -0.07
C 5.00227 0.07508 -4.93772 0.09 0.01 0.00
C 4.09437 0.25463 -5.95448 0.02 -0.01 0.10
C 2.72076 0.30164 -5.68804 -0.09 0.02 -0.07
C 2.28168 0.15892 -4.39799 0.04 -0.02 -0.06
C 3.18868 -0.02691 -3.33599 0.04 0.00 -0.01
C 2.65323 -0.16737 -1.99705 0.25 0.06 0.29
O 1.37489 -0.15539 -1.82182 -0.42 -0.26 1.05
N 3.50128 -0.30804 -0.96822 0.21 0.03 -0.56
N 2.85602 -0.39038 0.20579 -0.15 -0.20 0.65
C 3.50159 -0.54538 1.31900 0.05 0.07 -0.40
C 2.69413 -0.61541 2.51129 -0.17 0.02 0.44
C 3.23289 -0.69876 3.78895 0.05 -0.02 -0.21
C 2.38601 -0.76540 4.88028 -0.12 0.01 0.01
C 1.01265 -0.74331 4.67033 0.13 -0.02 0.05
C 0.53880 -0.63986 3.37834 -0.16 0.02 -0.05
N 1.34981 -0.57529 2.31760 -0.07 -0.05 -0.19
H 5.10872 -0.27931 -1.80546 -0.04 -0.02 0.00
H 6.06635 0.03949 -5.12851 -0.01 0.00 -0.01
H 4.45238 0.36179 -6.96973 -0.01 0.00 -0.01
H 2.01504 0.45233 -6.49294 0.01 -0.02 0.00
H 1.22374 0.18804 -4.17413 0.01 0.02 0.02
H 4.58088 -0.61954 1.33504 0.02 0.04 -0.03
H 4.30809 -0.71023 3.90439 -0.01 -0.02 0.03
H 2.78855 -0.83166 5.88178 0.00 -0.01 0.00
H 0.31670 -0.80563 5.49400 -0.01 0.02 -0.01
H -0.52365 -0.59978 3.17287 0.01 0.00 -0.02
C -4.57023 0.35260 -1.10809 -0.05 0.05 -0.03
N -3.52171 -0.18467 -0.25081 0.12 0.05 0.13
C -3.69284 0.07379 1.17217 -0.01 -0.02 0.01
C -2.39493 -0.76575 -0.71582 -0.31 -0.05 -0.13
O -1.33728 -0.73647 -0.01495 0.92 0.23 0.22
N -2.44342 -1.40693 -1.90043 0.13 0.06 0.05
C -1.22527 -1.74176 -2.62219 0.03 0.00 0.05
C -3.63600 -2.06330 -2.42340 -0.09 -0.05 -0.03
H -4.76191 1.38423 -0.80875 0.01 -0.01 0.02
H -5.50346 -0.20581 -1.01457 0.01 0.00 -0.01
H -4.25308 0.35882 -2.14594 0.00 -0.01 0.01
H -4.49501 -0.55155 1.57049 0.01 0.03 0.00
H -3.95634 1.11741 1.33731 0.02 0.03 -0.03
H -2.77023 -0.14308 1.70011 0.00 -0.01 0.01
H -0.41746 -1.07849 -2.33972 -0.02 -0.04 -0.05
H -1.40957 -1.62003 -3.68980 -0.01 -0.02 0.00
H -0.92850 -2.78027 -2.44186 -0.01 0.02 0.03
H -4.44003 -2.06579 -1.69506 0.03 0.01 0.01
H -3.38310 -3.10055 -2.65108 0.02 0.01 0.01
H -3.98407 -1.59280 -3.34409 -0.01 0.01 0.02
C -2.07061 3.33957 0.91939 0.01 0.03 0.03
C -0.71295 3.70464 1.53282 0.27 -0.14 -0.28
C -0.58438 2.89296 2.82832 -0.03 0.02 0.06
C -0.66355 5.20158 1.83586 -0.06 0.03 0.04
P 0.61679 3.12371 0.30613 0.02 0.37 -0.10
N 0.66832 1.53452 0.39785 0.03 -1.14 0.04
C 2.32302 3.81983 0.78370 -0.43 -0.10 -0.14
C 2.50795 3.56220 2.28430 0.04 0.04 0.01
C 3.41709 3.04795 0.03028 -0.01 0.00 0.03
C 2.45170 5.31634 0.49444 0.08 0.01 0.04
C 0.15036 3.59128 -1.48235 0.11 -0.07 0.44
C -0.90804 2.60244 -1.99381 -0.03 0.02 -0.01
C -0.35160 5.02977 -1.61359 -0.02 0.02 -0.05
C 1.39971 3.40973 -2.35206 -0.03 -0.01 -0.02
H -2.83855 3.44498 1.68901 0.02 0.02 0.02
H -2.06460 2.30317 0.57842 -0.08 -0.02 -0.02
H -2.34542 3.99706 0.09779 -0.02 -0.07 -0.01
H -1.49620 3.03011 3.41404 -0.01 0.02 -0.02
H 0.24765 3.20795 3.45111 -0.01 -0.03 -0.02
H -0.47638 1.83197 2.60378 -0.03 -0.03 0.03
H -1.55862 5.46835 2.40310 0.00 0.00 0.00
H -0.65355 5.81197 0.93402 -0.01 0.02 0.05
H 0.19456 5.47019 2.44965 -0.01 0.00 -0.01
H 2.25587 2.53277 2.55055 0.02 0.01 0.03
H 1.91786 4.24918 2.88778 -0.01 -0.07 0.03
H 3.55509 3.72804 2.54425 0.00 0.03 -0.04
H 3.15684 1.99858 -0.07893 0.08 0.02 -0.03
H 4.34689 3.10719 0.59938 -0.01 0.03 0.02
H 3.61835 3.46435 -0.95227 -0.02 -0.06 -0.01
H 1.72556 5.91637 1.03807 0.02 0.01 -0.02
H 2.36251 5.53854 -0.56734 0.05 0.01 0.02
H 3.44660 5.63844 0.81152 0.00 0.01 -0.01
H -1.89556 2.79023 -1.58052 0.00 -0.03 0.00
H -0.61580 1.57491 -1.77590 -0.02 -0.03 -0.05
H -0.98237 2.71031 -3.07819 0.02 0.04 0.00
H -1.29055 5.19892 -1.08994 0.02 0.02 -0.04
H -0.52944 5.23760 -2.67138 0.01 -0.01 0.00
H 0.37805 5.75578 -1.25830 -0.04 0.02 -0.02
H 1.85501 2.43105 -2.20054 0.03 0.03 -0.04
H 2.13853 4.18810 -2.17609 0.01 -0.04 -0.02
H 1.10486 3.47698 -3.40137 -0.03 0.01 0.01
C -3.92040 -3.49779 1.25090 0.06 -0.10 -0.09
C -3.11100 -4.51441 0.44932 -0.04 0.08 0.09
N -2.41893 -5.46443 1.30611 0.05 -0.01 0.00
C -3.22301 -6.47071 2.01481 0.04 0.01 0.23
C -3.39652 -6.20083 3.50524 0.01 0.01 -0.12
C -1.08177 -5.50236 1.49333 -0.11 0.20 0.07
O -0.52693 -6.24649 2.28056 0.00 -0.09 -0.10
C -0.19195 -4.62659 0.63618 0.18 -0.26 -0.08
C 0.65132 -5.28342 -0.25971 0.05 0.14 0.01
C 1.59223 -4.54970 -0.96095 -0.09 -0.02 0.09
C 1.66609 -3.18535 -0.74858 0.08 -0.14 -0.10
N 0.85827 -2.54418 0.10763 0.08 -0.17 -0.20
C -0.04447 -3.26593 0.79157 -0.13 -0.03 0.16
H -4.41942 -2.79600 0.58039 -0.02 -0.01 0.00
H -3.27194 -2.93741 1.92785 -0.01 0.02 0.01
H -4.68412 -3.99542 1.84710 -0.02 0.04 0.01
H -2.37517 -3.99869 -0.16716 -0.02 -0.03 -0.07
H -3.77328 -5.06773 -0.22199 0.04 -0.01 -0.01
H -2.72945 -7.43469 1.88613 -0.03 0.01 -0.05
H -4.19286 -6.50942 1.51869 0.02 -0.03 -0.06
H -2.42724 -6.16608 3.99652 0.01 0.00 0.03
H -3.97254 -7.01407 3.94620 -0.01 0.03 0.03
H -3.92653 -5.26593 3.69065 0.00 -0.01 0.00
H 0.57777 -6.35687 -0.37723 0.00 0.00 0.00
H 2.27263 -5.02278 -1.65429 0.00 0.02 -0.01
H 2.40012 -2.59780 -1.28252 -0.04 0.08 0.03
H -0.66255 -2.72203 1.49531 -0.04 0.02 -0.05


45
Properties=species:S:1:pos:R:3:forces:R:3 method="wB97M-V/def2-TZVPD" multiplicity=1 smiles=Fc1ccc([C@@H]2CC[NH2+]C[C@H]2COc2ccc3c(c2)OCO3)cc1 energy_ha=-1116.142932 charge=+1 orbital_gap_ha=0.301 fmax_ha_per_bohr=0.357
F -7.45767 -0.05084 0.21452 1.96 0.35 0.32
C -6.02086 -0.14031 0.19771 -10.21 5.32 10.21
C -5.37720 0.25738 1.36626 -5.99 0.56 1.92
C -4.10379 0.05738 1.41930 2.89 -1.19 -0.54
C -3.37678 -0.44498 0.17763 3.50 3.73 9.21
C -1.85163 -0.36070 0.49101 -1.36 0.09 0.56
C -1.39889 1.25675 0.94571 0.85 -5.13 2.82
C -1.41342 2.12400 -0.34415 7.73 -0.14 5.68
N -0.43157 1.26472 -1.41475 0.86 12.53 4.19
C -1.12432 0.17400 -1.71647 -2.97 -4.66 -3.99
C -1.08332 -1.00287 -0.67305 0.41 6.53 0.78
C 0.40201 -1.22632 -0.44127 -6.39 -2.62 8.33
O 1.12402 -0.18487 0.01306 1.21 1.78 -0.66
C 2.47670 -0.46017 -0.09356 1.62 3.31 2.30
C 2.97933 -1.61237 0.24768 2.39 -6.79 -2.07
C 4.47766 -1.73714 0.24946 -2.50 -4.21 1.12
C 5.18203 -0.66176 0.37016 3.25 3.81 -3.67
C 4.65327 0.72646 -0.13639 5.39 -3.43 4.57
C 3.38158 0.73555 -0.00903 -2.67 -5.69 -1.55
O 5.65657 1.67132 0.09630 -1.99 -2.90 0.02
C 6.77241 0.78100 0.35443 1.68 0.89 -10.07
O 6.62911 -0.61057 0.35042 -3.84 1.28 0.60
C -4.13201 -0.67967 -0.78886 -0.63 -2.42 -8.02
C -5.54814 -0.64973 -0.74715 5.60 -5.32 -16.65
H -6.22132 0.50336 2.18695 2.74 -0.27 -1.45
H -3.71695 0.15265 2.41200 1.17 0.08 0.16
H -1.79821 -1.05257 1.35505 0.47 0.74 0.02
H -0.25168 0.86050 1.48585 -3.26 2.27 -1.88
H -2.09904 1.55123 1.95481 1.93 -0.39 -3.48
H -2.33228 2.22783 -0.62382 -5.34 0.43 -2.72
H -1.01258 3.11742 0.16288 -0.23 -1.55 -2.34
H 0.46155 1.20575 -0.81505 -1.28 -0.79 -1.18
H -0.27951 2.10668 -2.17393 -0.40 -3.26 1.70
H -2.02195 0.44385 -2.39589 0.95 -0.59 1.79
H -0.43637 -0.14253 -2.39714 1.28 -2.35 -3.12
H -1.68332 -1.77333 -1.02352 -0.30 -1.90 -0.80
H 0.21812 -2.06422 0.49644 1.29 1.73 -2.28
H 0.74105 -1.69951 -1.18816 3.24 -3.40 -5.65
H 2.47075 -2.72605 0.07802 0.98 3.38 0.95
H 4.96519 -2.78533 0.28890 -0.97 1.97 0.14
H 2.85995 1.50552 -0.06043 -4.35 7.43 -0.33
H 7.49896 1.16554 -0.67307 -1.61 -1.73 2.61
H 7.33012 1.10002 1.04156 3.65 2.49 6.41
H -3.60859 -0.91109 -1.81420 -1.36 0.11 1.82
H -6.00056 -0.75534 -1.94544 0.60 -0.06 4.24